1.
Formula: C36H39HgN6PS
Source: OMol25
Level of theory: ωB97M-V/def2-TZVPD

Results
total charge: +1
LUMO energy (alpha / beta): -2.0 / -3.7 eV
HOMO-LUMO gap (alpha / beta): 0.2637 / 0.2461 Eh
HOMO level (alpha / beta): -0.337 / -0.381 Eh
multiplicity: 2

```
84
C36H39HgN6PS, DFT ωB97M-V/def2-TZVPD
Hg -0.4476 -0.7789 0.3699
S 1.7749 1.1667 2.1590
P -1.0092 -0.1071 -2.3726
N -4.0776 -2.9921 2.5705
N 0.9798 1.0171 0.7834
N -2.0301 -3.8860 3.5278
N -2.9778 -1.8236 4.3973
N -2.4022 2.1106 -0.7304
N -1.9655 -1.8597 2.1930
C 1.9343 3.6521 3.2384
C -2.1842 1.4632 -4.3669
C -1.0831 -1.4024 -3.6368
C -3.3321 -4.2028 2.9312
C -1.3483 -3.3813 -5.5731
C 5.5937 -1.3211 2.0375
C 3.2271 5.4519 2.3125
C -2.1256 -3.4291 -4.4255
C -2.8579 2.5569 -4.8709
C 3.7020 4.6090 1.3112
C -3.3640 3.5015 -3.9829
C -2.5470 2.2213 -2.1015
C -3.2805 -2.2253 1.6260
C 1.7494 -0.4093 -2.2649
C -3.2136 3.3368 -2.6227
C 0.7119 0.5017 -2.4848
C 3.3537 -0.8909 1.2789
C 2.3384 2.2790 -2.5883
C -1.2639 -3.1065 2.5693
C 3.3613 1.3701 -2.3632
C 2.3522 4.9769 3.2756
C 4.4990 -1.6746 1.2636
C 2.4108 2.8233 2.2358
C 4.4049 0.6034 2.8584
C -0.4267 -2.3571 -5.7492
C 3.0652 0.0189 -2.2099
C -1.9987 1.2827 -2.9918
C -1.9934 -2.4419 -3.4603
C -2.2584 -3.0608 4.7186
C 5.5451 -0.1835 2.8329
C 1.0170 1.8480 -2.6502
C -2.1984 -1.0753 3.4235
C 3.2961 3.2884 1.2685
C 3.3172 0.2473 2.0699
C -0.2870 -1.3746 -4.7821
C -4.2600 -2.1881 3.7840
H 4.3893 1.7072 -2.3182
H -2.6048 -2.4748 -2.5656
H -3.8137 -1.3090 1.3626
H 4.3925 4.9854 0.5683
H -2.7342 -0.1613 3.1579
H -2.8450 -3.6331 5.4377
H -3.9185 -4.7799 3.6465
H -1.7881 0.7264 -5.0534
H 3.5431 6.4863 2.3365
H 3.8606 -0.6950 -2.0380
H 0.2242 2.5648 -2.8240
H 6.3978 0.0927 3.4382
H 2.5636 3.3299 -2.7162
H -4.8095 -1.2792 3.5330
H -0.2970 -2.8433 3.0043
H 1.5245 -1.4661 -2.1561
H -3.8898 4.3704 -4.3569
H 3.6651 2.6215 0.4979
H 6.4847 -1.9343 2.0267
H 4.5312 -2.5660 0.6511
H -2.9838 2.6773 -5.9375
H -2.2046 1.1990 -0.3564
H 1.9896 5.6340 4.0540
H -3.0086 2.6781 -0.1644
H 0.1840 -2.3241 -6.6417
H -1.4559 -4.1460 -6.3309
H -3.6191 4.0719 -1.9375
H -1.2969 -2.8099 5.1703
H -4.8434 -2.7633 4.5034
H 2.4974 -1.1565 0.6718
H 4.3676 1.4839 3.4866
H -1.2319 -0.8080 3.8566
H 1.5567 1.2425 -0.0277
H -3.1177 -2.8145 0.7210
H 1.2475 3.2682 3.9821
H -2.8284 -4.2382 -4.2783
H 0.4451 -0.5872 -4.9147
H -1.0977 -3.6978 1.6662
H -3.1772 -4.8071 2.0357
```

=====

2.
Formula: C10H23N2
Source: OMol25
Level of theory: ωB97M-V/def2-TZVPD

Results
total charge: +1
LUMO energy: -3.3 eV
HOMO-LUMO gap: 0.3469 Eh
SMILES: CCCCC[C@@H]1C[NH2+]CC[C@H]1N
HOMO level: -0.467 Eh

```
35
C10H23N2, DFT ωB97M-V/def2-TZVPD
N 2.0581 -1.9528 -0.5949
N 0.7724 2.0677 -1.9887
C 2.3495 0.6717 -0.5713
C -1.0096 -0.0894 2.0527
C -0.9578 -1.3001 0.9465
C 2.4410 -0.7507 0.2387
C -1.2720 -0.8498 -0.5961
C 0.7816 0.9620 -0.9534
C 1.1118 -1.6716 -1.7384
C -2.4313 2.1099 1.1579
C -2.4428 0.7452 2.0738
C 0.0514 -0.4452 -1.4872
H -0.3702 -0.1575 -2.5669
H -0.0218 1.9916 -2.6609
H -3.3058 -0.0050 1.8257
H -2.5996 1.0844 3.2050
H -2.0805 0.0234 -0.6617
H 1.7789 -1.3614 -2.6753
H 0.5129 -2.6335 -2.0932
H 0.5640 2.9602 -1.4476
H -1.3585 2.5687 1.0029
H -3.1117 2.9062 1.7185
H 1.6924 -2.7682 -0.0246
H 1.8821 -0.7288 1.2934
H -1.8264 -2.0598 1.2530
H 0.2293 1.3964 0.0014
H -1.7902 -1.7775 -1.1396
H 2.7075 1.5415 0.1252
H 3.5923 -0.8966 0.5192
H 3.0000 0.6812 -1.5444
H 0.0431 -1.8845 1.1063
H 2.9581 -2.3113 -1.0343
H -2.9417 1.9168 0.1149
H -0.0620 0.6335 2.0220
H -0.9444 -0.6167 3.1213
```

=====

3.
Formula: C5H12AuClO2Sn
Source: OMol25
Level of theory: ωB97M-V/def2-TZVPD

Results
total charge: -2
LUMO energy (alpha / beta): 5.5 / 4.8 eV
HOMO-LUMO gap (alpha / beta): 0.0865 / 0.2144 Eh
HOMO level (alpha / beta): 0.116 / -0.037 Eh
multiplicity: 3

```
22
C5H12AuClO2Sn, DFT ωB97M-V/def2-TZVPD
Au 1.2878 -0.4834 -3.1778
Sn -0.7580 0.1495 1.1724
Cl 0.9163 -1.5806 0.5964
O 0.5327 1.0027 2.5619
O 2.1774 0.9839 4.0922
C -0.6078 -1.2722 -3.3327
C -1.9783 -1.1584 2.3443
C -1.6349 1.7276 0.2236
C 1.5688 0.4464 3.2016
C 2.2768 0.9764 -2.1187
H -1.0265 2.6159 0.0930
H -1.0702 -0.6566 -2.5248
H -1.0417 -1.0401 -4.3034
H -0.6563 -2.3283 -3.0631
H -1.7319 -2.2023 2.1044
H 3.1181 0.5889 -1.5422
H 2.5335 1.8109 -2.7710
H -3.0070 -0.8782 2.0751
H -1.7092 -0.8732 3.3718
H 1.8405 -0.5771 2.8338
H 1.4508 1.2524 -1.4205
H -2.4809 1.4960 -0.4163
```

=====

Ordered relative energy (zero: lowest compared OMol25 entry of this formula, charge and spin) results: 16.4, 314.0, 143.8; unit kJ/mol.
Ordered calculated total energy results: -2616.458160, -503.932707, -1158.191578; unit Ha.